Density functional theory data (ωB97M-V/def2-TZVPD) for C20H42Al3Cl3F5MgN3O17P2S3 as an isolated structure.

```
99
Properties=species:S:1:pos:R:3:forces:R:3:lowdin_charge:R:1
C -0.551265 2.303988 -4.376846 -0.72 -0.94 -0.54 -0.042
C 0.587219 2.748299 -5.493689 -1.09 1.67 2.62 -0.324
N 1.852475 3.077649 -4.732983 0.34 -0.36 -3.55 0.045
C 2.962745 2.044145 -5.017588 -1.16 -1.60 2.48 -0.371
C 3.469334 1.866182 -6.566768 0.93 -0.01 -0.24 -0.046
C 4.006404 0.366711 -6.956097 -0.56 -1.46 -1.48 -0.249
C 3.304510 -0.040983 -8.418314 0.22 0.83 0.51 -0.063
F 5.482508 0.264930 -7.132638 -3.30 0.88 0.59 -0.087
O 2.326480 0.823843 -4.418510 2.49 2.98 -3.02 -0.351
P 3.287144 0.077235 -3.124004 -1.42 -4.09 0.66 0.558
C 3.886682 -0.770548 -1.516894 0.98 -2.18 0.31 -0.312
C 2.768507 -1.707883 -0.769502 -0.39 -0.12 2.08 -0.394
C 1.490437 -0.844602 -0.133958 0.20 -0.13 -0.49 -0.060
O 2.312238 -2.873485 -1.566633 -1.18 1.79 1.67 -0.103
O 4.481648 1.379147 -2.938398 -0.11 3.74 -1.89 -0.470
C 4.058684 2.458526 -3.846678 -1.17 0.71 0.85 -0.441
P 5.545650 3.567921 -4.297616 3.69 -1.44 -0.85 0.821
O 6.805881 2.973248 -3.487961 -4.20 1.87 -0.36 -0.438
H -1.238160 3.194837 -4.048031 1.65 -1.59 -0.70 0.118
H -1.244825 1.498312 -4.893911 1.08 1.42 0.99 0.090
H -0.062756 1.776165 -3.448999 -0.73 1.19 -2.08 0.111
H 0.693903 1.886387 -6.279240 1.23 0.05 2.13 -0.026
H 0.138833 3.715387 -6.030464 0.90 -1.41 0.69 0.139
H 2.197595 4.050519 -4.932106 -0.62 -0.75 0.04 0.111
H 4.343522 2.619470 -6.872207 -2.02 -1.51 0.77 0.134
H 2.588320 2.112088 -7.334007 1.66 -0.43 1.65 0.081
H 3.694798 -0.483841 -6.215419 0.83 2.02 -1.04 0.143
H 3.885574 -0.921690 -8.948012 -1.35 1.91 1.16 0.118
H 3.288353 0.938444 -9.086563 0.23 -2.17 1.09 0.090
H 2.169508 -0.341782 -8.207248 2.34 0.40 -0.36 0.078
H 4.316779 -0.486365 -4.007248 -0.46 0.55 0.31 0.052
H 2.499104 -1.083911 -3.456397 -0.20 0.45 0.73 0.034
H 2.313464 0.741304 -2.276277 0.48 0.25 -0.11 0.038
H 4.855321 -1.449336 -1.660319 -1.88 1.50 0.35 0.138
H 4.216517 0.078523 -0.747131 -0.70 -1.91 -1.81 -0.208
H 3.313461 -2.175534 0.184303 -1.01 1.05 -1.88 0.153
H 0.699127 -1.554005 0.397749 2.01 1.47 -0.91 0.074
H 1.950482 -0.072748 0.646171 -1.11 -1.50 -1.37 0.059
H 0.896354 -0.249187 -0.948349 1.29 -1.08 1.49 0.076
H 1.410737 -3.113313 -1.152525 2.10 0.44 -0.94 0.124
H 3.425895 3.178131 -3.138458 0.61 -0.99 -1.56 0.085
H 5.251541 4.938750 -3.896520 -0.20 -0.84 -0.54 0.058
H 5.906419 3.576570 -5.692032 -0.58 0.11 0.75 0.066
Al 4.553327 1.162629 0.592706 0.09 0.59 1.01 1.006
O -0.514735 -3.158862 1.396039 -0.56 -0.09 0.40 -0.225
S -0.975205 -2.632782 2.694024 0.41 0.93 -0.52 0.289
O -1.901820 -1.508579 2.467952 0.45 -0.33 -0.02 -0.207
O 0.184736 -2.164090 3.473896 -0.76 -0.24 0.06 -0.179
O -1.669246 -3.699553 3.438222 0.24 -0.41 0.12 -0.186
Mg -0.215031 2.103959 -7.674847 -0.61 0.36 -0.85 1.335
N -2.089699 -7.318341 5.532194 -0.22 0.06 -0.24 0.079
C -3.245714 -8.036753 5.693595 1.14 0.02 0.20 -0.009
C -4.278661 -7.309870 5.145085 -0.73 1.25 -0.81 -0.033
C -3.725168 -6.113615 4.629470 -2.23 -0.68 -0.01 -0.013
C -2.371539 -6.146443 4.879562 2.10 -0.58 0.65 -0.011
H -1.172106 -7.607992 5.844854 0.01 0.19 0.14 0.127
H -3.234625 -9.000385 6.185028 -0.04 0.13 -0.06 0.142
H -5.318304 -7.609437 5.118067 0.21 0.06 0.00 0.117
H -4.256674 -5.314556 4.128981 0.15 -0.13 0.12 0.119
H -1.587057 -5.437498 4.650761 -0.22 -0.10 -0.01 0.107
C -6.868412 1.574400 3.482693 -0.12 0.19 0.11 -0.014
C -5.432459 1.153342 3.618822 0.42 0.52 0.51 -0.519
O -4.625043 1.787674 4.295008 -0.33 -0.42 -0.43 0.056
N -5.032789 0.026551 2.961758 -0.05 0.26 0.16 0.036
C -5.826601 -0.844066 2.126978 0.32 0.05 0.10 -0.062
H -7.039652 2.487137 4.060148 0.18 -0.27 -0.13 0.027
H -7.099420 1.780686 2.434120 -0.15 -0.11 0.09 0.093
H -7.525658 0.791593 3.870993 -0.05 0.07 -0.19 0.093
H -4.054296 -0.196099 3.098773 -0.03 -0.07 -0.07 0.124
H -5.797814 -1.847188 2.558609 -0.14 -0.10 -0.21 0.089
H -5.374812 -0.865683 1.132673 -0.18 -0.19 -0.08 0.090
H -6.863195 -0.513651 2.046985 0.25 0.02 0.10 0.081
O 2.359592 6.229382 -4.360866 -0.01 -0.36 0.61 -0.226
S 1.899120 6.755463 -3.062881 0.92 -0.63 -0.50 0.308
O 0.972507 7.879666 -3.288953 0.37 -0.10 0.64 0.001
O 3.059062 7.224154 -2.283009 -0.75 0.13 -0.49 -0.085
O 1.205080 5.688691 -2.318683 -0.13 0.77 -0.54 -0.163
C -0.628578 -6.601137 10.553020 -0.79 0.22 0.16 -0.166
C -1.327544 -7.950272 10.408106 0.20 0.00 0.96 -0.168
O -1.084833 -8.353666 9.062317 0.71 0.72 -0.89 -0.207
S 0.370920 -7.786656 8.593585 0.71 -0.65 1.01 0.690
O 1.341310 -8.846552 8.755116 -1.31 1.74 -0.69 -0.213
O 0.200944 -7.056520 7.358914 0.14 -0.96 0.85 -0.260
O 0.580807 -6.716126 9.805118 0.00 -1.04 -0.95 -0.182
H -1.227036 -5.797759 10.111455 0.02 -0.07 0.09 0.134
H -0.410007 -6.359433 11.596610 0.20 -0.09 -0.28 0.143
H -2.400544 -7.886645 10.604049 0.17 -0.04 -0.29 0.140
H -0.880598 -8.698848 11.070830 -0.08 0.12 -0.02 0.139
F 3.078634 9.329385 -7.408492 -0.10 0.77 2.13 -0.269
Al 3.023450 10.229087 -5.849412 0.04 1.48 -1.03 0.155
F 4.343135 11.454187 -5.816148 -1.79 -1.93 0.09 -0.252
F 3.240133 9.076136 -4.482883 -0.54 0.58 -0.94 -0.184
F 1.431804 11.056690 -5.689810 2.06 -1.40 -0.04 -0.246
C -8.161742 5.718613 4.369659 0.05 0.11 0.07 -1.527
Cl -8.115486 6.304600 2.698221 -0.02 -0.04 0.20 0.512
Cl -9.341043 4.406822 4.536695 0.08 0.16 0.01 0.521
Cl -6.554340 5.179394 4.884622 -0.20 0.08 -0.04 0.536
H -8.471275 6.544229 5.015566 0.09 -0.29 -0.24 0.020
Al 5.267049 3.347096 -1.907583 1.35 -1.02 1.75 0.688
```
Forces are in eV/Å.

Output
multiplicity	1
highest occupied orbital energy	-12.11	eV
net charge	+2
orbital gap	1.08	eV